(1)
Here is the ion C12H18N3 with charge +1 in a non-equilibrium geometry from OMol25. Energies are from ωB97M-V with the def2-TZVPD basis set.

E_HOMO: -12.51 eV
Total charge: +1
Gap between HOMO and LUMO: 8.559 eV
LUMO level: -3.953 eV
SMILES string: C1=C[C@@H]([C@@]2(C3=[NH+]CC=C3)CCCN2)NC1

Last column: natural (NBO) charge in e.
Element x y z (Å)
C: 1.8126 2.4005 0.0585  -0.165
C: -0.3150 -2.6789 -2.1656  -0.021
C: 1.5727 1.6682 1.1430  -0.248
C: 0.1087 -2.4454 -0.9140  -0.310
C: -0.1243 -0.2151 0.6317  0.051
C: 1.9002 1.4925 -1.1535  -0.262
C: -0.8248 -1.4067 -2.7492  -0.303
C: -0.7280 -0.8714 1.8567  -0.422
C: -1.6108 0.2326 2.4847  -0.413
C: -2.1711 0.9897 1.1839  -0.218
C: 1.4097 0.2281 0.8523  -0.077
C: -0.2570 -1.1006 -0.6308  0.470
N: -0.9539 0.9355 0.3745  -0.683
N: 2.0591 0.2283 -0.5258  -0.631
N: -0.7835 -0.5089 -1.6800  -0.483
H: 1.8994 3.4513 -0.0753  0.236
H: -0.2193 -3.6286 -2.6623  0.251
H: 1.5329 2.0772 2.2458  0.251
H: 0.1443 -3.1878 -0.1280  0.259
H: 1.0064 1.4201 -1.8196  0.169
H: 2.7122 1.6710 -1.8006  0.223
H: -0.0159 -1.1828 -3.4952  0.275
H: -1.8321 -1.5230 -3.1962  0.273
H: -1.3260 -1.7464 1.6031  0.215
H: -0.0069 -1.2182 2.5444  0.229
H: -2.4279 -0.2748 2.9672  0.226
H: -1.1258 0.8813 3.2057  0.221
H: -2.9517 0.5102 0.6460  0.199
H: -2.4157 2.0793 1.4236  0.226
H: 1.9483 -0.4881 1.4058  0.231
H: 3.0149 0.0749 -0.5392  0.377
H: -0.7200 0.4762 -1.6833  0.460
H: -0.3118 1.6596 0.5914  0.396

(2)
Here is a structure of composition C25H27CrN3S4 in a non-equilibrium geometry from OMol25. Energies are from ωB97M-V with the def2-TZVPD basis set.

E_HOMO (alpha / beta): -10.06 / -10.06 eV
Total charge: +1
Gap between HOMO and LUMO (alpha / beta): 5.532 / 6.703 eV
2S+1: 4
LUMO level (alpha / beta): -4.532 / -3.360 eV

Last column: Löwdin spin population.
Element x y z (Å)
Cr: -0.0235 -0.2800 2.5157  3.112
S: 2.1124 -0.7130 3.1710  -0.062
C: 2.9648 0.7146 2.6232  0.003
C: 4.3623 0.7120 2.6469  -0.006
C: 5.0792 1.8370 2.1844  0.001
C: 4.3828 2.9040 1.6349  -0.003
C: 2.9714 2.8750 1.5799  0.001
C: 2.2656 1.8823 2.2337  0.006
S: 0.6050 2.0765 2.8778  -0.001
C: -0.4973 2.6400 1.4792  0.006
C: -1.7182 1.8081 1.2644  0.008
C: -2.7220 2.3085 0.4503  0.000
C: -3.8659 1.6333 0.2402  0.004
C: -4.0892 0.4160 0.9382  -0.001
C: -3.0505 0.0052 1.8176  0.003
C: -3.1970 -1.2258 2.7478  0.006
S: -1.5720 -1.5625 3.5364  -0.011
C: -1.2048 -3.1491 2.7939  0.014
C: -1.5975 -4.2757 3.5489  0.001
C: -1.2171 -5.5399 3.1166  0.001
C: -0.6151 -5.7144 1.8886  0.002
C: -0.2141 -4.6246 1.1526  -0.002
C: -0.4883 -3.2672 1.6198  0.005
S: 0.2159 -1.8448 0.8360  -0.087
N: -1.8735 0.6629 1.9312  0.001
H: 4.8442 -0.1800 2.9807  -0.001
H: 6.1967 1.9156 2.3112  0.000
H: 4.9351 3.7238 1.1152  0.000
H: 2.4473 3.7452 1.1505  0.000
H: -0.0127 2.8489 0.4884  0.000
H: -0.7785 3.6282 1.8435  0.000
H: -2.5204 3.2145 -0.0631  0.000
H: -4.6473 2.0030 -0.4600  0.000
H: -4.9330 -0.1627 0.7166  0.000
H: -3.6010 -2.0995 2.2033  0.000
H: -4.0027 -0.9944 3.4782  -0.001
H: -2.0247 -4.0844 4.4898  0.000
H: -1.4759 -6.4464 3.6897  0.000
H: -0.4534 -6.6974 1.4432  0.000
H: 0.1545 -4.7986 0.1487  -0.001
C: -0.6326 0.5757 -2.6188  0.000
C: -0.9590 0.1674 -4.0904  0.000
N: 0.1654 0.1437 -4.9996  0.000
C: 1.2782 -0.5105 -4.2556  0.000
C: 1.7172 0.2852 -2.9479  0.000
N: 0.6691 1.3374 -2.5795  0.000
C: 0.6910 2.2735 -3.7465  0.000
C: 0.6105 1.5261 -5.1266  0.000
H: -0.6477 -0.3532 -1.9882  0.000
H: -1.4630 1.1752 -2.2227  0.000
H: -1.7053 0.8514 -4.5658  0.000
H: -1.3982 -0.8788 -4.2867  0.000
H: 2.0864 -0.6832 -4.9572  0.000
H: 0.9718 -1.5085 -3.9831  0.000
H: 2.6955 0.7644 -3.0368  0.000
H: 1.8038 -0.4880 -2.0971  0.000
H: 1.5898 2.9167 -3.7373  0.000
H: -0.1050 3.0104 -3.7001  0.000
H: 1.5734 1.4929 -5.6029  0.000
H: -0.0831 2.0083 -5.8222  0.000

(3)
Here is a structure of composition C15H29N5P2Pb from OMol25. Energies are from ωB97M-V with the def2-TZVPD basis set.

E_HOMO: -14.83 eV
Total charge: +2
Gap between HOMO and LUMO: 8.720 eV
LUMO level: -6.108 eV

Last column: natural (NBO) charge in e.
Element x y z (Å)
Pb: 0.9131 -0.1609 -0.4343  1.127
C: 2.9025 -3.0320 0.9024  -0.194
C: 1.5529 -3.0265 1.5748  -0.136
C: 1.6664 -1.8870 2.5618  -0.221
C: 2.9189 -1.4170 2.5355  -0.183
C: 3.6902 -2.1329 1.4995  -0.195
H: 3.1686 -3.7306 0.1228  0.243
H: 1.3854 -3.9664 2.1091  0.267
H: 0.8746 -1.6111 3.2436  0.234
H: 3.3315 -0.6617 3.1889  0.242
H: 4.7353 -1.9603 1.2885  0.248
N: 0.1421 -1.4224 -2.6922  -0.875
C: 0.5697 -0.6209 -3.8534  -0.243
C: 0.2176 0.8366 -3.6511  -0.235
N: 0.9373 1.3805 -2.4759  -0.880
H: 0.5959 -2.3312 -2.7182  0.400
H: -0.8537 -1.6171 -2.7504  0.389
H: 0.1233 -0.9745 -4.7846  0.231
H: 1.6512 -0.7307 -3.9601  0.212
H: -0.8533 0.9478 -3.4678  0.200
H: 0.4507 1.4025 -4.5544  0.232
H: 0.5985 2.3165 -2.2725  0.398
H: 1.9207 1.4990 -2.7123  0.398
C: -2.2609 -0.6814 1.6208  -0.953
P: -1.8206 0.2033 0.0990  0.852
C: -3.0917 -0.2846 -1.0949  -0.955
C: -2.1319 1.9668 0.4665  -0.719
C: -1.1946 2.5302 1.5394  -0.720
P: 0.5843 2.4380 1.0762  0.819
C: 0.8842 4.0120 0.2117  -0.945
C: 1.4392 2.6457 2.6646  -0.938
H: -3.2592 -0.3792 1.9442  0.270
H: -1.5503 -0.4756 2.4215  0.249
H: -2.2775 -1.7543 1.4370  0.261
H: -4.0781 -0.0767 -0.6755  0.275
H: -3.0357 -1.3554 -1.2980  0.271
H: -2.9849 0.2666 -2.0293  0.250
H: -3.1759 2.0611 0.7793  0.267
H: -2.0414 2.5209 -0.4728  0.242
H: -1.3204 1.9876 2.4797  0.247
H: -1.4529 3.5706 1.7521  0.266
H: 0.6835 4.8505 0.8811  0.263
H: 0.2344 4.1132 -0.6592  0.237
H: 1.9211 4.0727 -0.1187  0.258
H: 1.0668 3.5332 3.1794  0.258
H: 2.5107 2.7596 2.5006  0.261
H: 1.2791 1.7742 3.2990  0.250
N: 0.4702 -2.7836 0.6151  -0.497
C: -0.4223 -3.4027 0.1090  0.741
N: -1.2831 -3.9149 -0.6021  -0.545
C: -2.5978 -3.7265 -0.4665  0.385
N: -3.7337 -3.5711 -0.3589  -0.308

Number 1: M 204.3 g/mol. Number 2: M 549.8 g/mol. Number 3: M 548.6 g/mol.